Record 1
Entry from the OMol25 dataset: a molecular structure, C32H30N6O5W (ωB97M-V/def2-TZVPD).

```
74
Properties=species:S:1:pos:R:3
W -0.5759 0.0164 0.6060
O -0.5316 1.1150 4.6374
C -0.3472 0.9416 3.4547
N -0.6916 -0.1257 2.6750
C -0.8640 -1.4349 3.2349
C -1.0098 -1.7586 4.5746
C -1.0717 -3.1045 4.9278
C -0.9798 -4.1011 3.9700
C -0.8275 -3.7779 2.6243
C -0.7777 -2.4426 2.2784
N -0.6962 -1.9748 0.9157
C -1.5142 -2.6292 -0.0159
O -1.4065 -3.7417 -0.4427
C -2.7232 -1.7714 -0.3399
C -3.8372 -2.2902 -0.9551
C -4.9979 -1.5270 -0.9625
C -4.9837 -0.2890 -0.3446
C -3.8051 0.1846 0.2081
N -2.6786 -0.5396 0.1997
C 0.4547 1.9619 2.6687
C 1.0149 3.0661 3.2785
C 1.8463 3.8842 2.5298
C 2.0933 3.5658 1.2000
C 1.4860 2.4527 0.6550
N 0.6723 1.6733 1.3798
H -1.0850 -0.9873 5.3237
H -1.1933 -3.3676 5.9700
H -1.0259 -5.1410 4.2636
H -0.7514 -4.5463 1.8673
H -3.7847 -3.2893 -1.3665
H -5.9045 -1.9079 -1.4142
H -5.8745 0.3199 -0.2774
H -3.7695 1.1533 0.6755
H 0.8051 3.2376 4.3256
H 2.3092 4.7525 2.9806
H 2.7510 4.1680 0.5889
H 1.6525 2.1720 -0.3774
O 5.8274 -1.0314 -1.9540
C 5.5153 -1.5744 -0.6915
C 4.0897 -1.2195 -0.3709
C 3.6055 -1.2915 0.9277
C 2.2873 -0.9740 1.1754
N 1.4617 -0.5935 0.1917
C 1.9074 -0.5420 -1.0732
C 3.2175 -0.8371 -1.3857
C 0.8786 -0.1903 -2.0905
C 1.1396 -0.2055 -3.4446
C 0.1208 0.0780 -4.3440
C 0.3874 0.0984 -5.8304
O 1.6629 -0.4045 -6.1387
C -1.1406 0.3632 -3.8344
C -1.3341 0.3608 -2.4721
N -0.3455 0.1000 -1.5969
H 6.7057 -1.3212 -2.2210
H 6.1649 -1.1898 0.0997
H 5.6034 -2.6671 -0.6899
H 4.2378 -1.5889 1.7545
H 1.8623 -1.0229 2.1694
H 3.5826 -0.7779 -2.3993
H 2.1188 -0.4522 -3.8265
H 0.3347 1.1408 -6.1583
H -0.4124 -0.4328 -6.3511
H 1.5849 -1.2625 -6.5654
H -1.9779 0.5777 -4.4869
H -2.3059 0.5681 -2.0461
C -1.4492 4.4597 -0.1050
C -1.5799 3.0883 -0.7129
O -1.6617 2.0722 0.3361
H -1.3608 5.2086 -0.8926
H -0.5671 4.5303 0.5327
H -2.3322 4.7182 0.4848
H -0.7156 2.8194 -1.3167
H -2.4756 3.0019 -1.3285
H -2.0149 2.4765 1.1373
```

Properties
**Molecular weight**: 762.47 g mol⁻¹
**Energy**: -2008.8550 hartree
**Total charge**: +2
**2S+1**: 3

Record 2
Entry from the OMol25 dataset: a molecular structure, C32H31BF4N3OP2Pd (ωB97M-V/def2-TZVPD).

```
75
Properties=species:S:1:pos:R:3
Pd -0.9027 0.7070 -1.3469
C -2.1057 3.5353 0.1318
C -3.0408 2.3643 0.0113
O -3.0878 1.4575 0.8272
N -3.8551 2.3768 -1.0936
C -4.5236 1.1448 -1.4452
C -3.5923 0.1084 -2.0391
C -3.8315 -1.2461 -1.9305
C -2.9737 -2.1384 -2.5782
C -1.9075 -1.6450 -3.2918
C -1.7190 -0.2572 -3.3537
N -2.5676 0.6130 -2.7651
H -1.6335 3.5134 1.1106
H -2.6298 4.4797 -0.0193
H -1.3297 3.4660 -0.6361
H -3.5055 2.9195 -1.8718
H -5.2987 1.3782 -2.1797
H -5.0088 0.7448 -0.5572
H -4.6692 -1.6007 -1.3431
H -3.1405 -3.2057 -2.5038
H -1.2071 -2.3014 -3.7903
H -0.9677 0.1797 -4.0005
N 1.2570 -1.1890 0.1988
P 1.0045 0.4351 -0.2925
C 1.2503 1.4051 1.2460
C 1.3401 0.8610 2.5198
C 1.4751 1.6857 3.6317
C 1.5239 3.0612 3.4769
C 1.4330 3.6138 2.2027
C 1.2943 2.7951 1.0951
C 2.5276 0.8777 -1.1803
C 3.7900 0.4342 -0.7872
C 4.9192 0.8630 -1.4659
C 4.7932 1.7552 -2.5268
C 3.5421 2.2056 -2.9159
C 2.4074 1.7552 -2.2510
P -0.1259 -2.2010 0.1982
C 0.6759 -3.8496 0.3547
C 1.9893 -4.0944 -0.0381
C 2.5179 -5.3788 0.0072
C 1.7389 -6.4418 0.4370
C 0.4214 -6.2129 0.8167
C -0.1031 -4.9318 0.7707
C -0.7300 -1.9808 1.9286
C -1.7222 -1.0199 2.1007
C -2.1264 -0.6404 3.3764
C -1.5527 -1.2323 4.4888
C -0.5668 -2.2021 4.3282
C -0.1547 -2.5709 3.0577
H 1.9602 -1.3685 0.9091
H 1.2799 -0.2102 2.6700
H 1.5339 1.2428 4.6189
H 1.6291 3.7034 4.3430
H 1.4614 4.6880 2.0683
H 1.2052 3.2408 0.1089
H 3.8966 -0.2421 0.0541
H 5.8989 0.5129 -1.1634
H 5.6792 2.1015 -3.0457
H 3.4253 2.9135 -3.7259
H 1.4278 2.0982 -2.5622
H 2.6003 -3.2742 -0.3954
H 3.5432 -5.5473 -0.2989
H 2.1508 -7.4424 0.4734
H -0.1981 -7.0369 1.1492
H -1.1313 -4.7623 1.0729
H -2.1530 -0.5181 1.2386
H -2.8767 0.1324 3.4836
H -1.8628 -0.9366 5.4838
H -0.1134 -2.6639 5.1973
H 0.6243 -3.3164 2.9457
F -0.5188 5.6738 -3.2220
B 0.1369 4.4681 -2.9581
F -0.7501 3.3808 -3.1354
F 0.5869 4.4582 -1.6096
F 1.2429 4.3088 -3.8134
```

Properties
**Molecular weight**: 728.79 g mol⁻¹
**Energy**: -2712.8377 hartree
**Total charge**: -1

Record 3
Entry from the OMol25 dataset: a molecular structure, C32H31BrN3PbS5Si at a distorted geometry (ωB97M-V/def2-TZVPD).

```
74
Properties=species:S:1:pos:R:3
Pb -0.1164 1.4909 -0.4373
S 1.5413 0.5574 1.3396
C 0.3271 0.8835 2.5673
C 0.3918 1.9752 3.4152
C -0.4996 2.1494 4.4688
C -1.5290 1.2658 4.7321
C -1.7583 0.2243 3.7749
C -0.9178 0.1058 2.6698
S -1.1463 -1.0675 1.3886
C -2.9468 -1.2259 1.2730
C -3.3101 -1.9559 -0.0046
C -3.5851 -3.3848 0.0296
C -4.0480 -3.9421 -1.1041
C -3.9669 -3.1855 -2.2723
C -3.6604 -1.8459 -2.2601
C -3.3497 -1.1077 -3.5444
S -1.7277 -0.3441 -3.4118
C -0.6645 -1.7766 -3.3245
C -1.1402 -3.0584 -3.6296
C -0.2526 -4.0705 -3.6589
C 1.1239 -3.8209 -3.2830
C 1.4696 -2.6650 -2.6978
C 0.5946 -1.4698 -2.8126
S 1.1127 0.2066 -2.5900
N -3.3233 -1.2460 -1.1017
H 1.2435 2.6406 3.2492
H -0.3931 3.0284 5.0722
H -2.2155 1.3233 5.5117
H -2.7471 -0.2856 3.6859
H -3.3643 -0.2104 1.3349
H -3.4454 -1.8176 2.0964
H -3.5679 -3.8458 0.9968
H -4.3695 -4.9478 -1.2032
H -4.2220 -3.6470 -3.2302
H -3.9974 -0.2279 -3.6882
H -3.2820 -1.6653 -4.5007
H -2.1792 -3.1476 -3.9680
H -0.4955 -5.1224 -3.9706
H 1.8565 -4.5977 -3.3289
H 2.4437 -2.4939 -2.2248
C 4.5799 7.0092 0.8936
Si 2.7952 6.3441 0.8997
C 1.6588 7.7628 0.5406
C 2.4449 5.5371 2.5469
C 2.8610 4.9714 -0.3715
C 4.0447 4.7229 -1.0253
C 4.1945 3.5327 -1.7289
C 3.1167 2.6877 -1.8198
N 1.9047 2.9204 -1.3152
C 1.7181 4.0652 -0.6403
S 0.1184 4.4359 -0.1137
H 4.7297 7.8964 1.4352
H 4.7678 7.3188 -0.1749
H 5.2686 6.2319 1.1112
H 0.9862 7.9773 1.4156
H 0.9719 7.6252 -0.2547
H 2.1350 8.7249 0.5109
H 2.4351 6.3182 3.3392
H 3.1067 4.7344 2.7418
H 1.4240 5.1130 2.4765
H 4.8689 5.3312 -0.7678
H 5.1051 3.2070 -2.1592
H 3.1986 1.7294 -2.3223
Br -0.1190 -8.0197 -1.8004
C -0.5251 -7.1163 -0.1025
C -0.7998 -7.9541 0.9785
C -1.1077 -7.3986 2.1822
N -1.0068 -6.1120 2.3738
C -0.7250 -5.3073 1.3522
C -0.5191 -5.7559 0.0639
H -0.9012 -8.9820 0.6897
H -1.5515 -7.9841 2.9514
H -0.6964 -4.2359 1.4413
H -0.3659 -5.0066 -0.7066
```

Properties
**Molecular weight**: 933.15 g mol⁻¹
**Energy**: -6449.6804 hartree
**Total charge**: -1

Record 4
Entry from the OMol25 dataset: a molecular structure, C32H31CrN8O2S4 (ωB97M-V/def2-TZVPD).

```
78
Properties=species:S:1:pos:R:3
Cr -0.3273 -0.0550 -0.5530
O 0.6723 2.2975 -3.3965
C 0.6174 1.4466 -2.4071
N -0.4671 1.6220 -1.2853
C -1.7204 2.1016 -1.6482
C -1.9660 3.2315 -2.4255
C -3.2801 3.6181 -2.6701
C -4.3423 2.8913 -2.1459
C -4.1121 1.7535 -1.3740
C -2.8004 1.3508 -1.1350
N -2.3382 0.2664 -0.3821
C -3.1018 -0.4375 0.4468
O -4.3265 -0.4464 0.6125
C -2.2337 -1.1856 1.4463
C -2.8115 -2.0755 2.3395
C -2.0345 -2.6271 3.3435
C -0.7081 -2.2320 3.4420
C -0.2135 -1.3489 2.4989
N -0.9338 -0.8506 1.4978
C 1.8526 1.4231 -1.5034
C 2.9765 2.2043 -1.7406
C 4.0345 2.1362 -0.8582
C 3.9442 1.2847 0.2419
C 2.7903 0.5413 0.4006
N 1.7672 0.6005 -0.4494
H -1.1163 3.7551 -2.8407
H -3.4760 4.4940 -3.2810
H -5.3636 3.2016 -2.3431
H -4.9281 1.1737 -0.9711
H -3.8630 -2.2937 2.2199
H -2.4477 -3.3491 4.0384
H -0.0552 -2.6260 4.2098
H 0.8205 -1.0377 2.5341
H 2.9415 2.8335 -2.6218
H 4.9272 2.7334 -1.0125
H 4.7511 1.1967 0.9586
H 2.6720 -0.1510 1.2269
N 4.2952 -4.1984 1.6718
C 3.3826 -3.1733 1.8170
N 3.6302 -2.4111 2.9318
S 2.1502 -2.9290 0.7654
H 4.6255 -4.6202 2.5275
H 4.0202 -4.8612 0.9645
H 4.5911 -2.3418 3.2285
H 3.1135 -1.5505 2.9859
S -1.5403 -6.7241 3.1488
C -1.8714 -5.7556 1.8110
S -0.6269 -4.8968 0.9792
C -1.8055 -4.0980 -0.0705
N -3.0142 -4.5218 0.1779
N -3.0420 -5.4369 1.2237
C -4.3525 -5.8449 1.6028
C -4.5965 -7.0503 2.2536
C -5.8975 -7.3929 2.5948
C -6.9577 -6.5523 2.2929
C -6.7076 -5.3586 1.6297
C -5.4161 -5.0018 1.2789
S -1.4003 -2.9226 -1.2245
H -3.7751 -7.7051 2.4914
H -6.0760 -8.3336 3.1021
H -7.9697 -6.8255 2.5664
H -7.5228 -4.6914 1.3789
H -5.2145 -4.0825 0.7487
C 1.9832 -1.9464 -2.5206
C 1.1864 -0.9813 -3.4018
C 0.3262 -1.8273 -4.3508
C 2.1838 -0.1912 -4.2687
C 0.2317 -0.0451 -2.6099
H 2.6364 -2.5765 -3.1398
H 1.3107 -2.5983 -1.9616
H 2.6180 -1.4128 -1.8103
H 0.9476 -2.5409 -4.9066
H -0.1862 -1.1819 -5.0693
H -0.4276 -2.3895 -3.7960
H 2.6362 -0.8597 -5.0139
H 2.9961 0.2200 -3.6626
H 1.6911 0.6472 -4.7608
H -0.7296 -0.0117 -3.1359
```

Properties
**Molecular weight**: 739.92 g mol⁻¹
**Energy**: -4463.8040 hartree
**Total charge**: -2
**2S+1**: 2

Record 5
Entry from the OMol25 dataset: a molecular structure, C32H31F6KN10O2S (ωB97M-V/def2-TZVPD).

```
83
Properties=species:S:1:pos:R:3
K 1.3673 -0.2467 -1.0253
C -1.9928 2.6396 -0.7660
N -1.4620 2.9667 0.5581
C -0.0314 3.1866 0.5071
C 0.5968 2.8911 1.8288
N 0.2517 1.9065 2.6075
C 1.1947 1.9069 3.6229
C 1.3461 1.0440 4.7035
C 2.4234 1.2402 5.5481
C 3.3440 2.2757 5.3311
C 3.2079 3.1455 4.2635
C 2.1214 2.9403 3.4237
N 1.6863 3.5842 2.2846
C -2.9247 1.4715 -0.6948
N -3.6449 1.1307 0.3385
C -4.2809 -0.0462 -0.0510
C -5.1562 -0.8671 0.6517
C -5.5802 -2.0350 0.0447
C -5.1367 -2.3925 -1.2353
C -4.2833 -1.5784 -1.9548
C -3.8840 -0.3986 -1.3452
N -3.0499 0.6238 -1.7595
H -1.1868 2.3381 -1.4464
H -2.5093 3.4963 -1.2157
H -1.6669 2.1964 1.1872
H 0.1968 4.2168 0.2081
H 0.4817 2.5462 -0.2362
H 0.6540 0.2279 4.8532
H 2.5742 0.5701 6.3845
H 4.1853 2.3846 6.0045
H 3.9275 3.9328 4.0793
H 2.2112 4.2405 1.7338
H -5.4656 -0.6045 1.6539
H -6.2314 -2.7115 0.5837
H -5.4324 -3.3470 -1.6493
H -3.8972 -1.8717 -2.9216
H -2.3237 0.5221 -2.4573
N 0.2195 -5.0447 -1.1466
C -0.3798 -4.0032 -1.9058
S -1.8258 -4.4002 -2.7593
N 0.2865 -2.8947 -1.8531
N -0.2810 -1.7645 -2.4635
C -0.0464 -1.6061 -3.6985
C -0.3424 -0.3701 -4.4537
C -0.6202 -0.5320 -5.8056
C -0.8709 0.5289 -6.6665
C -0.8067 1.8147 -6.1413
C -0.5050 2.0204 -4.8093
C -0.2577 0.9589 -3.8878
O 0.0144 1.2015 -2.6617
H -0.4833 -5.7382 -0.9319
H 0.6421 -4.6652 -0.3072
H 0.4104 -2.4267 -4.2679
H -0.6474 -1.5471 -6.1914
H -1.0968 0.3527 -7.7109
H -0.9844 2.6751 -6.7806
H -0.4268 3.0261 -4.4108
C 5.1617 0.3588 1.4019
C 4.8568 0.6408 -0.0864
O 3.8077 -0.0377 -0.5444
C 4.5892 2.1641 -0.2335
F 3.5038 2.5137 0.4951
F 4.3355 2.5478 -1.4922
F 5.5951 2.9696 0.2112
C 6.1293 0.2902 -0.9010
F 6.4015 -1.0284 -0.7940
F 7.2560 0.9313 -0.4753
F 6.0232 0.5528 -2.2112
H 4.2429 0.5370 1.9582
H 5.9713 0.9610 1.8182
H 5.4135 -0.6961 1.4984
C 3.8287 -4.6806 1.1184
N 2.8041 -3.7254 1.4639
C 1.7275 -3.9181 2.2949
C 1.0129 -2.7566 2.2398
N 1.6232 -1.8666 1.3993
C 2.6915 -2.4765 0.9518
H 4.4170 -4.9587 1.9953
H 4.4860 -4.2232 0.3823
H 3.3864 -5.5751 0.6769
H 1.5674 -4.8441 2.8180
H 0.0850 -2.5262 2.7329
H 3.3950 -2.0403 0.2554
```

Properties
**Molecular weight**: 772.82 g mol⁻¹
**Energy**: -3533.5841 hartree
**Total charge**: -2

Record 6
Entry from the OMol25 dataset: 2 unconnected molecules or ions with the total composition C32H31F6N2OS at a distorted geometry (ωB97M-V/def2-TZVPD).

```
73
Properties=species:S:1:pos:R:3
F -5.5989 2.5467 -3.5182
C -5.4233 1.6972 -2.4752
F -4.6972 2.3498 -1.5099
F -6.6610 1.4581 -1.9182
C -4.7690 0.4024 -2.8695
N -4.4878 -0.3702 -1.6592
C -5.3888 -1.4459 -1.3913
C -5.1857 -2.6806 -2.0300
C -6.1132 -3.7069 -1.8743
C -7.2639 -3.5021 -1.1049
C -7.4690 -2.2758 -0.4587
C -6.5529 -1.2360 -0.6249
C -3.2996 -0.2190 -0.9750
C -3.2882 -0.4796 0.4203
C -2.1488 -0.2462 1.1637
C -0.9281 0.1499 0.5386
C 0.2753 0.3815 1.2750
C 1.5699 0.0803 0.7751
C 2.7134 0.5838 1.4561
C 3.9894 0.3859 0.9774
C 4.2016 -0.3869 -0.1948
N 5.4444 -0.4970 -0.7732
C 6.4581 0.5241 -0.5028
C 6.2858 1.6282 -1.5076
F 7.0249 2.7315 -1.2391
F 6.6378 1.1760 -2.7598
F 4.9715 2.0191 -1.6063
C 5.8604 -1.6401 -1.5303
C 5.7470 -1.6915 -2.9391
C 6.1469 -2.8351 -3.6277
C 6.7095 -3.9187 -2.9384
C 6.8807 -3.8400 -1.5515
C 6.4952 -2.7000 -0.8596
C 3.0889 -1.0094 -0.8252
C 1.8120 -0.7641 -0.3638
C -0.9571 0.3625 -0.8691
C -2.1117 0.2165 -1.6076
H -5.5012 -0.1436 -3.4747
H -3.8587 0.6403 -3.4204
H -4.2974 -2.8041 -2.6473
H -5.9329 -4.6677 -2.3586
H -8.0029 -4.3068 -1.0171
H -8.3496 -2.1395 0.1707
H -6.7226 -0.2580 -0.1841
H -4.1989 -0.8674 0.8799
H -2.1599 -0.4388 2.2435
H 0.2148 0.7924 2.2852
H 2.5618 1.1537 2.3755
H 4.8257 0.7975 1.5333
H 6.3351 0.9594 0.4893
H 7.4523 0.0905 -0.6491
H 5.3589 -0.8248 -3.4706
H 6.0274 -2.9005 -4.7118
H 7.0303 -4.8186 -3.4715
H 7.3206 -4.6750 -1.0028
H 6.6549 -2.6063 0.2154
H 3.2660 -1.6473 -1.6920
H 0.9707 -1.2425 -0.8728
H -0.0358 0.6501 -1.3707
H -2.0804 0.3581 -2.6855
C -2.2814 2.3173 4.8261
S -1.4354 3.8997 4.4912
C -1.1211 4.4258 6.2019
C -0.0487 3.5105 3.7190
O -2.3456 4.8527 3.8509
H -1.5866 1.6911 5.3957
H -3.2104 2.4706 5.3868
H -2.4915 1.8683 3.8501
H -0.4171 3.7327 6.6675
H -0.7005 5.4323 6.1633
H -2.0727 4.4406 6.7410
H 0.7581 3.1016 4.3187
H 0.1062 3.9071 2.7230
```

Properties
**Molecular weight**: 605.67 g mol⁻¹
**Energy**: -2419.8080 hartree
**Total charge**: +1